(1)
11
Properties=species:S:1:pos:R:3 method="wB97M-V/def2-TZVPD" relative_energy_kcal_mol=3.11 largest_force_ev_per_a=0.74 e_lumo_ev=1.0 e_homo_ev=-9.6 multiplicity=1 smiles="O=C1CCC1" e_tot_ev=-6291.78285 orbital_gap_ev=10.59
O -2.366 0.034 -0.200
C -1.168 0.009 -0.106
C -0.082 1.092 -0.138
C 0.966 -0.002 0.189
C -0.129 -1.094 0.118
H 0.036 1.546 -1.126
H -0.213 1.890 0.599
H 1.499 0.101 1.134
H 1.695 -0.146 -0.613
H -0.307 -1.790 0.944
H 0.069 -1.640 -0.801

***

(2)
66
Properties=species:S:1:pos:R:3 method="wB97M-V/def2-TZVPD" relative_energy_kcal_mol=12.44 largest_force_ev_per_a=2.15 e_lumo_ev=0.8 e_homo_ev=-4.1 multiplicity=1 e_tot_ev=-184975.34236 orbital_gap_ev=4.86 total_charge=-1
C -5.005 1.750 4.495
O -4.661 0.639 3.631
C -3.357 0.364 3.383
C -2.267 1.066 3.963
C -1.004 0.859 3.457
C -0.752 -0.043 2.377
C 0.501 -0.142 1.726
C 1.659 0.530 2.187
C 2.905 -0.174 2.324
C 3.964 0.374 2.994
Br 5.537 -0.607 3.348
C 3.895 1.743 3.593
O 4.739 2.183 4.380
C 2.664 2.509 3.233
Br 2.546 4.297 3.829
C 1.625 1.916 2.572
C -1.821 -0.934 2.060
C -3.092 -0.712 2.493
H -6.090 1.826 4.375
H -4.735 1.530 5.540
H -4.516 2.688 4.186
H -2.421 1.780 4.777
H -0.194 1.434 3.906
H 0.631 -0.920 0.975
H 2.960 -1.195 1.948
H 0.728 2.505 2.388
H -1.610 -1.795 1.433
H -3.934 -1.309 2.146
C -0.021 3.739 -1.830
C -1.202 3.077 -1.497
C -1.201 1.702 -1.296
C -0.036 0.940 -1.532
C -0.079 -0.506 -1.639
C -1.173 -1.300 -1.043
C -0.872 -2.738 -0.687
C 0.427 -3.180 -0.391
C 0.664 -4.515 -0.069
C -0.412 -5.407 0.039
C -1.718 -4.950 -0.177
C -1.950 -3.623 -0.543
O -2.308 -0.857 -0.822
C 0.563 -1.185 -2.777
C 1.224 -0.399 -3.896
C 0.465 0.502 -4.646
C 1.016 1.088 -5.792
C 2.322 0.767 -6.177
C 3.067 -0.160 -5.432
C 2.507 -0.771 -4.313
O 0.551 -2.409 -2.971
C 1.186 1.643 -1.729
C 1.178 3.018 -1.935
H -0.029 4.813 -2.030
H -2.143 3.620 -1.413
H -2.120 1.174 -1.059
H 1.261 -2.474 -0.422
H 1.691 -4.847 0.079
H -0.224 -6.459 0.273
H -2.563 -5.632 -0.066
H -2.961 -3.253 -0.724
H -0.541 0.760 -4.308
H 0.424 1.787 -6.387
H 2.758 1.214 -7.069
H 4.086 -0.419 -5.727
H 3.043 -1.523 -3.729
H 2.117 1.073 -1.770
H 2.107 3.528 -2.211

***

(3)
103
Properties=species:S:1:pos:R:3 method="wB97M-V/def2-TZVPD" relative_energy_kcal_mol=0.00 largest_force_ev_per_a=7.19 e_lumo_ev=0.2 e_homo_ev=-8.6 multiplicity=1 smiles="NC(N)=O.NC(N)=O.CCO.CCO.CCO.CCO.CCO.CCO.CCO.CCO.CCO.CO" e_tot_ev=-53373.41087 orbital_gap_ev=8.75
N 1.199 0.680 0.327
C 0.273 -0.247 0.424
N -0.715 -0.059 -0.425
O 0.292 -1.250 1.338
H 1.884 0.714 1.186
H 1.118 1.506 -0.246
H -1.543 -0.603 -0.251
H -0.832 0.804 -0.961
N 4.923 1.599 2.833
C 3.623 1.703 2.749
N 3.115 2.836 3.170
O 2.842 0.627 2.329
H 5.246 0.677 2.694
H 5.663 2.295 2.832
H 2.115 2.949 3.364
H 3.617 3.698 3.229
C -0.489 1.177 3.686
C -1.299 2.168 2.803
O -2.696 2.081 2.788
H -0.889 0.153 3.560
H -0.634 1.453 4.710
H 0.597 1.257 3.564
H -1.036 1.845 1.809
H -0.988 3.172 2.821
H -3.078 2.540 2.046
C 1.229 -3.269 -2.966
C 0.635 -2.204 -2.074
O 0.557 -0.967 -2.704
H 0.614 -3.317 -3.850
H 1.151 -4.261 -2.524
H 2.237 -3.068 -3.202
H 1.245 -2.193 -1.212
H -0.374 -2.429 -1.706
H 0.384 -0.358 -1.966
C -3.170 -0.965 1.914
C -3.933 -0.896 0.603
O -3.190 -1.370 -0.478
H -3.292 -1.970 2.261
H -3.560 -0.325 2.613
H -2.129 -0.772 1.876
H -4.335 0.107 0.454
H -4.820 -1.505 0.759
H -3.809 -1.617 -1.122
C -0.494 3.440 -0.277
C 0.156 3.439 -1.662
O 0.443 2.140 -2.048
H -1.268 2.682 -0.203
H -0.973 4.348 -0.078
H 0.192 3.195 0.608
H 1.106 3.962 -1.624
H -0.438 3.778 -2.488
H 0.685 2.109 -2.953
C -3.023 2.952 -3.381
C -3.600 1.669 -2.795
O -2.963 1.294 -1.586
H -3.620 3.314 -4.195
H -1.992 2.913 -3.792
H -3.171 3.747 -2.607
H -3.479 0.799 -3.460
H -4.618 1.761 -2.476
H -3.352 0.444 -1.353
C -2.696 -2.034 -3.660
C -2.487 -1.844 -5.139
O -2.725 -0.537 -5.597
H -2.176 -1.219 -3.116
H -2.315 -2.966 -3.280
H -3.696 -1.878 -3.379
H -3.189 -2.489 -5.771
H -1.460 -2.141 -5.339
H -3.595 -0.399 -5.983
C 3.530 -3.154 -0.375
C 3.718 -1.702 0.144
O 3.256 -0.793 -0.889
H 2.504 -3.506 -0.492
H 4.187 -3.769 0.219
H 3.967 -3.257 -1.385
H 4.741 -1.510 0.353
H 3.193 -1.513 1.117
H 2.475 -0.390 -0.565
C 4.824 3.704 -0.413
C 3.761 2.733 -0.873
O 3.390 2.878 -2.198
H 5.049 3.454 0.556
H 4.469 4.756 -0.450
H 5.704 3.589 -0.928
H 2.875 2.677 -0.177
H 4.237 1.754 -0.782
H 4.008 2.519 -2.864
C -0.783 -1.898 5.664
C -0.388 -2.470 4.231
O 0.875 -1.955 3.867
H -0.644 -0.854 5.844
H -0.140 -2.398 6.446
H -1.820 -2.228 5.775
H -1.140 -2.201 3.497
H -0.519 -3.575 4.248
H 1.040 -1.911 2.923
C -1.436 -3.792 0.739
O -1.469 -4.767 1.745
H -2.114 -4.001 -0.035
H -0.387 -3.707 0.301
H -1.617 -2.798 1.171
H -2.347 -4.792 2.164

***

(4)
25
Properties=species:S:1:pos:R:3 method="wB97M-V/def2-TZVPD" largest_force_ev_per_a=1.32 e_lumo_ev="-6.9 / -10.5" e_homo_ev="-16.0 / -15.9" s_squared=2.021 multiplicity=3 e_tot_ev=-85167.57224 orbital_gap_ev="9.11 / 5.40" total_charge=+2
Au -0.227 -1.052 -0.518
N -2.334 -1.890 -1.011
N -3.331 -1.146 -0.364
C -3.069 0.095 0.100
N -4.038 0.836 0.591
N -1.785 0.456 0.027
N -1.317 1.730 0.338
O -0.119 1.877 0.238
O -2.118 2.577 0.677
H -2.498 -1.885 -2.016
H -2.372 -2.855 -0.690
H -4.272 -1.507 -0.357
H -4.998 0.530 0.617
H -3.818 1.779 0.880
Cl 1.669 0.631 -2.587
C 2.409 0.245 -1.122
C 1.708 -0.503 -0.181
C 2.323 -0.777 1.027
Cl 1.476 -1.640 2.213
C 3.670 -0.346 1.300
Cl 4.407 -0.764 2.749
C 4.361 0.413 0.350
Cl 5.925 0.981 0.683
C 3.756 0.690 -0.878
Cl 4.593 1.526 -2.067